1.
C16H22BF18O11P2 | the ωB97M-V functional and the def2-TZVPD basis

ORCA input file:
```
! RIJCOSX wB97M-V def2-TZVPD def2/J DEFGRID3
* xyz -1 1
P 0.21003 0.54160 -8.38031
P 0.85722 -4.87116 6.55991
F 1.58370 3.68229 3.29446
F -1.22411 0.07260 -0.08148
F 0.39935 -1.24655 0.45481
F -0.86759 2.60236 3.71753
F -0.96827 0.88664 4.99110
F 1.91019 0.50067 4.64276
F -0.04951 -0.79032 3.16601
F 0.99801 1.92476 5.93578
F 0.38603 4.51538 -0.35691
F 1.30398 -0.64494 -1.67304
F 1.73146 0.46585 1.81870
F -0.78556 0.49396 -2.81351
F 3.21021 2.29026 3.41836
F 0.37404 2.13556 1.25296
F 1.99651 1.21474 -0.80355
F 2.66304 3.42775 5.12759
F -1.69554 0.42572 2.56812
F 0.99488 1.68201 -3.07819
O 0.02252 -6.04257 7.00833
O -1.65968 2.87979 -2.52994
O 0.88971 0.42346 -6.83985
O 1.46766 -4.47946 8.08437
O -0.31863 1.94809 -8.29630
O 0.00058 -3.47468 6.46303
O 0.72442 -5.09542 4.88926
O -2.47754 4.63008 -1.06961
O -0.36663 4.78771 -2.44062
O -0.91870 -0.59209 -7.99082
O -0.06015 0.33674 -10.03830
C 0.08165 0.06238 0.22478
C -0.22316 1.47559 4.00610
C -1.40515 0.30709 -10.48833
C -0.36577 0.46965 2.79700
C 0.31380 3.90177 -1.65300
C 0.45103 -2.46539 5.54434
C 0.05868 1.28711 -2.13106
C -0.46228 -1.84537 -7.47343
C -0.49007 -5.63919 4.39081
C 0.45674 0.82920 1.53093
C 0.25222 1.12961 -5.76615
C 1.19901 1.64754 4.62328
C 2.14608 2.77075 4.06634
C -0.60876 2.59225 -1.62078
C 0.88253 0.50181 -1.06034
C 0.55440 -3.99229 9.05641
B -1.76622 4.36751 -2.34272
H -1.86891 -0.65043 -10.25014
H -1.03773 -2.64506 -7.94099
H -2.53805 4.68683 -3.22530
H 0.64299 0.72724 -4.84222
H -1.35391 -5.15718 4.85026
H -1.98401 1.12489 -10.05832
H -0.19225 -2.46537 4.66881
H 1.48273 -2.63172 5.23171
H 0.28917 -2.95584 8.84883
H -0.63006 -1.87388 -6.39650
H 0.59743 -2.00980 -7.67370
H 1.06254 -4.02821 10.02023
H -0.50738 -5.45604 3.31555
H 1.38266 3.75592 -1.87571
H 0.49740 2.18845 -5.81150
H 0.38223 -1.49329 6.03176
H -3.38016 4.33280 -1.21573
H -0.34241 -4.61068 9.10138
H -0.52048 -6.71489 4.55738
H -0.82844 0.98663 -5.78845
H -1.17565 2.44304 -0.67892
H -1.38404 0.41574 -11.57324
*
```

Results
Max |F|, eV Å⁻¹: 8.1
HOMO level, eV: -5.498
LUMO, eV: -0.809


2.
C16H22BN7Ni | the ωB97M-V functional and the def2-TZVPD basis

ORCA input file:
```
! RIJCOSX wB97M-V def2-TZVPD def2/J DEFGRID3
* xyz 0 3
Ni 0.77792 1.53754 1.24814
N 0.27518 2.11182 -1.39389
N -1.27408 0.34078 -2.16882
N -0.77823 -0.58343 -1.27590
N -1.26602 1.50179 0.85538
N 1.05011 1.81192 -0.30967
N -1.90396 1.89770 -0.34039
N 0.76830 -1.59864 0.98974
C -1.75885 -0.28834 -3.26276
C 1.04306 2.83494 -2.22915
C -0.89322 -1.84331 2.83760
C 0.57618 -3.71092 1.82984
C 1.61944 -2.38979 0.29927
C 1.52710 -3.73556 0.79639
C -0.94928 -1.78225 -1.83157
C -1.57821 -1.65907 -3.08163
C 2.35315 2.79577 -1.77909
C -3.37479 2.12704 1.31810
C -3.12282 2.36204 -0.03610
C 2.36242 2.01930 -0.66011
C -2.26701 1.47983 1.80576
C 2.46549 -1.96291 -0.81801
C 0.12910 -2.34675 1.91626
C 1.83709 0.54330 2.35061
B -1.22286 1.84756 -1.71111
H -4.24992 2.41095 1.88076
H 2.51407 -0.87295 -0.89121
H -2.20328 0.28845 -4.05584
H 0.22110 -4.50871 2.46048
H -0.48671 -1.08076 3.51258
H -1.83724 -2.45159 -3.76631
H 3.47525 -2.36537 -0.67466
H 2.65992 -0.13376 2.07219
H -0.64076 -2.70218 -1.33001
H -1.27206 -2.67440 3.44242
H 2.44221 1.44153 2.51915
H -2.01124 1.10848 2.77178
H 3.22475 3.29151 -2.17142
H -1.72430 2.55314 -2.56033
H 1.34477 0.29100 3.30689
H 0.69601 3.41583 -3.09664
H -1.74649 -1.40993 2.29906
H 2.08306 -2.35655 -1.76972
H -0.40766 2.49596 1.09614
H -3.74563 2.86909 -0.75480
H 3.15575 1.62758 -0.04717
H 2.11315 -4.54770 0.40776
*
```

Results
Max |F|, eV Å⁻¹: 9.7
HOMO level (alpha / beta), eV: -7.260 / -6.717
Expectation value of S²: 2.28
LUMO (alpha / beta), eV: -0.611 / -0.980


3.
C16H22Cl6N2 | the ωB97M-V functional and the def2-TZVPD basis

ORCA input file:
```
! RIJCOSX wB97M-V def2-TZVPD def2/J DEFGRID3
* xyz 0 1
Cl -0.83585 -3.41949 1.30677
Cl -3.62013 -1.56752 -2.45005
Cl 1.27971 4.52967 3.68505
Cl 2.37943 -0.66137 2.00654
Cl 3.85665 2.62779 0.89839
Cl -1.45532 -3.86158 -3.99072
N 0.97593 -1.07140 -2.35229
N -1.43937 2.38814 0.51326
C 2.92109 2.89578 2.39628
C -1.69065 -0.10077 1.70227
C -1.22546 2.31111 1.83144
C 1.34833 -2.06241 2.30418
C 0.14726 -0.58945 -3.22664
C 1.71791 -0.26465 -1.62789
C 1.50692 1.10389 -1.62228
C -1.79452 1.31100 -0.17537
C -1.59585 -3.40329 -2.23879
C -1.93203 0.02892 0.34387
C 2.07529 4.16889 2.14990
C 0.71960 -2.58864 0.98208
C -1.28112 1.02589 2.46549
C -0.09254 0.79238 -3.40138
C -3.09012 -3.12773 -1.80180
C 0.53279 1.68875 -2.49332
H -1.24941 -4.29024 -1.71477
H 3.62369 3.05630 3.19580
H 2.42861 -0.78986 -1.00187
H -2.37487 -0.74390 -0.25314
H 2.09838 1.78149 -1.01777
H 1.96365 -2.78244 2.85778
H -0.72835 1.06155 -4.23334
H 2.21317 2.06450 2.46834
H -1.02032 3.19255 2.41720
H 2.74747 4.97919 1.80684
H -1.07854 0.88369 3.50214
H -3.09795 -3.04634 -0.70809
H 1.33079 3.95097 1.37129
H 1.35309 -3.30204 0.42332
H -3.77745 -3.91708 -2.13735
H 0.48609 -1.68442 0.47162
H -0.89187 -2.59364 -2.06193
H -2.07521 1.50056 -1.19673
H -1.79635 -1.11929 2.07630
H 0.51824 -1.72335 2.92443
H 0.36961 2.74118 -2.64211
H -0.45045 -1.37329 -3.75296
*
```

Results
Max |F|, eV Å⁻¹: 3.1
HOMO level, eV: -9.533
SMILES: c1ccncc1.c1ccncc1.ClCCCl.ClCCCl.ClCCCl
LUMO, eV: 0.523


4.
C16H22ClNO2 | the ωB97M-V functional and the def2-TZVPD basis

ORCA input file:
```
! RIJCOSX wB97M-V def2-TZVPD def2/J DEFGRID3
* xyz 0 1
Cl 5.63305 2.13991 -0.81293
O -2.04091 -1.86465 -1.83551
O 2.18180 -2.14031 1.30671
N -1.72258 -0.14703 -0.39967
C 3.33900 -1.21941 -0.77433
C -3.59835 1.61254 -1.22087
C -1.24040 -1.25679 -1.13796
C 4.66383 0.89926 -0.42344
C -3.28853 0.09635 -0.67771
C -3.53150 2.54738 -0.05132
C -2.34828 2.65913 0.87773
C 4.15390 -0.27139 -1.30124
C 0.08684 -2.67229 0.30879
C 3.05307 -1.20622 0.63972
C -1.82448 1.44111 1.48034
C 1.67030 -3.10080 0.47082
C 4.26104 0.83516 0.77426
C -0.05434 -1.54281 -0.78851
C 3.50359 -0.03478 1.34752
C -0.98364 0.50042 0.50273
H -3.88532 -0.03002 0.52305
H -0.25167 -2.45428 1.21255
H -1.53901 3.15024 -0.07769
H 1.59912 -3.81147 1.13869
H -0.54422 -0.16536 1.09025
H -0.38827 -3.43674 -0.45336
H -2.42341 3.59693 1.32981
H -2.62705 1.09019 2.06355
H 3.10334 -0.03947 2.53578
H 3.07168 -1.71471 -1.41987
H -4.39615 2.27745 0.74898
H 4.47195 -0.13483 -2.49566
H 0.39855 -1.93957 -1.83811
H -4.41080 1.60559 -1.63993
H 2.14733 -3.61003 -0.41631
H -0.94188 1.93795 2.12645
H -3.90866 3.74103 -0.48788
H -3.63351 -0.79168 -1.19790
H 4.63423 1.68697 1.56631
H -0.26928 0.91602 -0.20632
H 0.54863 -0.71041 -0.45216
H -2.66899 1.56141 -1.93536
*
```

Results
Max |F|, eV Å⁻¹: 16.0
HOMO level, eV: -8.414
LUMO, eV: 0.600


5.
C16H22F3KLiNNaO10S | the ωB97M-V functional and the def2-TZVPD basis

ORCA input file:
```
! RIJCOSX wB97M-V def2-TZVPD def2/J DEFGRID3
* xyz 0 2
K -1.05022 7.02934 -0.01277
S 2.91663 -0.80947 -0.81867
Na 3.36999 -3.81021 -3.25537
F 2.68293 -3.31354 -1.42250
F 1.91751 -2.93457 0.59599
F 4.01402 -2.88874 0.21852
O 3.74503 -0.96163 -1.99677
O -1.32078 2.14997 -1.24297
O 6.69303 -3.13089 -4.22148
O -4.84161 0.11096 1.29298
O 3.47079 -0.05261 0.25784
O -4.40628 -4.38097 4.37895
O 0.84026 -1.38899 -2.22143
O -6.39408 -2.56661 4.84155
O -3.08105 -1.86475 0.65935
O 0.31875 5.12347 0.07871
N -0.20153 2.13776 -0.62144
C 0.96759 2.26685 -1.52613
C 0.82289 1.48448 1.56685
C -3.69116 -3.12935 2.52710
C 1.22951 -0.33129 -1.33740
C 2.83022 -2.58754 -0.26805
C -4.50785 -3.36162 3.61342
C -0.10656 1.08421 0.41649
C 2.17711 2.94531 -0.84090
C -1.49380 0.90218 1.03995
C 0.23281 -0.28681 -0.18050
C -3.79026 -1.99762 1.65477
C -4.83222 -0.89820 2.00875
C -5.65550 -1.16932 3.11353
C -5.61305 -2.32964 3.91503
C 1.33595 0.92558 -2.18951
C 0.53924 3.19896 -2.66576
Li -3.00898 -5.38142 3.81688
H 0.68754 0.76015 2.36485
H -0.09434 2.69174 -3.38776
H -1.41465 0.40093 2.00031
H 2.50218 3.79091 -1.43434
H -1.93551 1.87584 1.23127
H 0.46474 2.43584 1.95414
H 1.86463 1.57367 1.28837
H 3.02285 2.26492 -0.76053
H 1.89689 3.33942 0.12523
H 0.52944 -2.12176 -1.67627
H -2.89308 -3.84715 2.26325
H -0.00337 4.03067 -2.23039
H -2.14397 0.33118 0.39058
H 2.33502 1.03963 -2.60651
H 0.67800 0.75557 -3.03732
H -0.59952 4.91424 -0.14118
H 7.19953 -2.39439 -4.57884
H -0.68617 -0.76845 -0.50885
H 6.86972 -3.09183 -3.27579
H 1.40932 3.57355 -3.19903
H -6.40678 -0.44279 3.40136
H 0.60823 -0.89516 0.64245
*
```

Results
Max |F|, eV Å⁻¹: 1.7
HOMO level (alpha / beta), eV: -4.816 / -4.816
Expectation value of S²: 0.75
LUMO (alpha / beta), eV: -2.533 / -2.533


6.
C16H22F6N3O12PTi | the ωB97M-V functional and the def2-TZVPD basis

ORCA input file:
```
! RIJCOSX wB97M-V def2-TZVPD def2/J DEFGRID3
* xyz 1 4
Ti 0.33217 -0.36437 0.12296
P 3.13560 1.14383 0.45703
F 1.71583 1.22879 -0.50302
F 4.31687 0.90927 1.46457
F 2.42068 2.15614 1.46338
F 3.78281 2.31024 -0.36115
F 3.68563 0.03388 -0.53235
F 2.22411 -0.12669 1.23067
O -1.02226 1.35181 -0.52973
O 1.35788 -2.91769 4.89015
O 0.23632 0.22111 -2.61601
O 5.83504 -5.28290 1.07248
O 1.47054 -1.41997 -0.96685
O -0.21443 -3.61979 3.58116
O -1.25399 -1.55348 -1.18970
O -1.61854 -0.81492 1.25459
O 5.31946 -5.57801 3.15101
O 0.59479 -2.08019 1.40465
O -0.01643 0.99589 1.83071
O 2.86775 -2.89489 -1.85017
N 2.25315 -2.48684 -0.84307
N 0.93281 -3.30832 3.82982
N 5.10449 -5.18072 2.02849
C -1.32610 -1.63872 -2.62626
C -2.50010 -1.92922 -0.60670
C 3.66773 -3.77803 0.59347
C -1.65198 1.48263 -1.81565
C 1.90433 -3.48289 2.74302
C 3.88383 -4.35429 1.84640
C -1.67355 -0.53507 2.66337
C -0.57394 1.34601 -2.86900
C -2.30947 -2.00886 0.88096
C -0.43355 0.28373 2.99472
C -1.64742 2.11859 0.50798
C -0.60328 2.27892 1.58012
C 2.54941 -3.00712 0.41386
C 1.60592 -2.81094 1.50634
C -0.11374 -0.98527 -3.26242
C 3.02615 -4.22019 2.94426
H -0.61298 0.97575 3.81694
H -2.54053 1.59514 0.85907
H -2.25367 -1.15177 -2.94436
H -1.71246 -2.87361 1.17955
H 0.75993 -1.62497 -3.18517
H 0.08569 2.21276 -2.81875
H -2.82255 -2.89765 -0.99686
H -3.27927 -2.05293 1.38060
H -0.32830 -0.81423 -4.32216
H -1.02718 1.30978 -3.86484
H -2.60111 0.00707 2.86201
H -1.38064 -2.69087 -2.91698
H -1.67354 -1.46722 3.23096
H -1.02387 2.68664 2.49945
H 4.36365 -3.94008 -0.21584
H -1.93581 3.09621 0.11880
H 3.26030 -4.68692 3.88994
H 0.40456 -0.35622 3.25918
H -2.43724 0.72901 -1.90202
H -2.11320 2.46862 -1.88875
H 0.20947 2.91608 1.23802
H -3.25798 -1.18058 -0.86301
*
```

Results
Max |F|, eV Å⁻¹: 0.9
HOMO level (alpha / beta), eV: -10.587 / -13.407
Expectation value of S²: 3.77
LUMO (alpha / beta), eV: -3.768 / -7.015


7.
C16H22FeNO2 | the ωB97M-V functional and the def2-TZVPD basis

ORCA input file:
```
! RIJCOSX wB97M-V def2-TZVPD def2/J DEFGRID3
* xyz -1 5
Fe -0.65874 -1.75593 -2.21920
O 1.43387 -0.05617 2.93400
O 1.65949 2.11956 3.51566
N 0.20671 0.62696 0.63222
C 1.35384 1.12377 2.66215
C 0.50563 -2.26361 -3.72908
C 0.94888 -2.62656 -1.44811
C 0.52151 -3.26752 -2.67854
C 1.19576 -1.22440 -1.73767
C 2.19357 1.62173 4.76857
C -2.13814 2.04745 -0.68441
C 0.91175 -0.99511 -3.14712
C -2.12049 -0.81884 -3.12279
C -2.46087 -2.20669 -2.92127
C 0.90097 1.66704 1.31127
C -1.38166 1.11810 -1.55011
C -1.84095 -0.21146 -1.80850
C -1.96590 -1.29526 -0.81856
C -2.35414 -2.50356 -1.50425
C 2.02292 2.69048 5.81454
H 0.96915 2.78094 6.09748
H 3.25352 1.38892 4.60294
H 1.65608 0.71593 5.06074
H 0.06238 0.80811 -0.36170
H 0.30161 -2.44592 -4.78201
H -1.86085 -1.12341 0.24774
H 0.34164 -4.33078 -2.81224
H -3.01479 2.49837 -1.17076
H 2.57731 2.39767 6.70897
H 0.25108 2.52839 1.50887
H 1.08088 -0.06514 -3.68512
H -2.60513 -3.44571 -1.02396
H 2.38600 3.66575 5.47894
H 0.64408 -0.27417 0.81584
H -0.67157 1.53443 -2.27028
H 1.81919 1.99137 0.78447
H -2.80138 -2.89164 -3.69522
H -2.13760 -0.24140 -4.04727
H -2.48697 1.48390 0.19102
H 1.64978 -0.50945 -1.06314
H 1.14073 -3.12152 -0.49812
H -1.48911 2.86538 -0.35596
*
```

Results
Max |F|, eV Å⁻¹: 2.1
HOMO level (alpha / beta), eV: -0.788 / -2.607
Expectation value of S²: 6.10
LUMO (alpha / beta), eV: 2.660 / 2.659


8.
C16H22N2O3 | the ωB97M-V functional and the def2-TZVPD basis

ORCA input file:
```
! RIJCOSX wB97M-V def2-TZVPD def2/J DEFGRID3
* xyz 0 1
O 0.53396 1.74612 0.96251
O 0.90077 -3.42946 0.56190
O -0.74982 -1.97944 0.23208
N -4.62603 -0.76200 3.86914
N -1.54766 1.17861 0.34134
C -4.00451 1.42230 3.14349
C -2.18752 1.82214 1.46227
C 3.09013 1.38240 -2.08171
C -2.88465 -0.48261 2.25775
C 2.77740 0.64383 -0.78292
C 2.09730 -0.49795 -3.39969
C 3.31665 0.40056 -3.22607
C 0.25922 0.45645 -1.07156
C 0.42899 -2.19206 0.37476
C 1.52750 -1.16928 0.38152
C 1.80188 -1.25073 -2.10539
C -0.20581 1.17461 0.18400
C -4.76518 0.55265 3.90600
C -3.70517 -1.25870 3.06214
C 1.58203 -0.31385 -0.90639
C -3.03517 0.89831 2.29327
H 0.92325 -1.88670 -2.24181
H 1.36834 -0.50173 1.23117
H 2.27703 -1.21851 -4.20072
H -3.62076 -2.33769 3.05935
H 2.27488 2.06120 -2.33873
H -1.37758 2.23179 2.07854
H -4.15968 2.48901 3.20733
H 4.19071 -0.21674 -3.00586
H 3.51550 0.94360 -4.15230
H -0.51989 -0.23148 -1.40024
H 3.98322 1.99294 -1.93462
H -2.12631 0.61924 -0.26429
H -5.52832 0.92294 4.57827
H 1.23472 0.10525 -3.68867
H 0.17882 -4.07843 0.57209
H 3.65756 0.06346 -0.49622
H 2.57169 1.36199 0.01052
H -2.14951 -0.94700 1.61987
H 0.38099 1.22031 -1.84136
H -2.80181 2.66134 1.11037
H 2.47329 -1.69300 0.52183
H 2.64955 -1.90370 -1.88296
*
```

Results
Max |F|, eV Å⁻¹: 0.7
HOMO level, eV: -9.598
SMILES: O=C(O)CC1(CC(=O)NCc2ccncc2)CCCCC1
LUMO, eV: 0.567


9.
C16H22N3O6P2SeTi | the ωB97M-V functional and the def2-TZVPD basis

ORCA input file:
```
! RIJCOSX wB97M-V def2-TZVPD def2/J DEFGRID3
* xyz 2 2
Se 1.34755 -1.19057 -0.57385
Ti 0.02288 1.00243 -0.77720
P -2.59484 0.81914 -1.47834
P -0.59706 0.20215 -3.78285
O -0.10506 -1.29527 -3.63149
O 0.18318 1.00329 -2.74004
O -0.69200 0.70546 -5.16364
O -1.68248 0.01344 -0.51688
O -4.11505 0.56341 -1.18421
O -2.11525 2.23092 -1.49209
N 0.13541 -1.48799 2.01212
N 2.27038 -1.89239 2.06253
N -3.02605 1.24007 -4.09987
C 1.64302 -2.64861 5.64384
C -0.03872 3.65464 0.10253
C 0.41907 -1.86425 3.32587
C -0.37719 -2.00107 4.45369
C -3.06502 -1.15801 -3.44905
C 1.25910 -1.53058 1.27154
C 3.66760 -2.06569 1.68323
C -2.39815 0.18826 -3.19136
C 0.65244 3.89213 -1.07799
C 2.33451 2.27438 -0.44396
C 1.78523 -2.11490 3.35619
C 0.43691 2.69489 1.00403
C 0.26398 -2.39930 5.61135
C 2.43260 -2.51267 4.51825
C 1.83513 3.20030 -1.35141
C 1.63483 2.01903 0.74465
H -0.96137 4.17414 0.31886
H -0.09828 2.49874 1.92542
H 3.49493 -2.71145 4.54528
H 2.09731 -2.95845 6.57447
H 2.35627 3.37245 -2.28333
H -2.95611 2.17401 -3.68060
H 4.29277 -1.44002 2.31749
H 2.02907 1.32210 1.47187
H -2.61596 -1.91725 -2.81087
H -0.78000 -1.40114 1.59979
H -0.31211 -2.52510 6.51743
H 3.94919 -3.10956 1.80702
H -1.44216 -1.81496 4.43336
H 0.01790 -1.76245 -4.47248
H -4.13344 -1.11662 -3.23392
H -4.39625 0.30242 -0.29531
H 3.79487 -1.77748 0.64447
H 3.24526 1.73231 -0.65687
H 0.27296 4.61135 -1.79059
H -2.44445 1.23680 -4.97016
H -4.00373 1.03638 -4.31122
H -2.92365 -1.46884 -4.48572
*
```

Results
Max |F|, eV Å⁻¹: 0.7
HOMO level (alpha / beta), eV: -14.038 / -14.043
Expectation value of S²: 0.75
LUMO (alpha / beta), eV: -6.557 / -6.336


Number 1: E_tot -3955.7106 Ha. Number 2: E_tot -2539.0919 Ha. Number 3: E_tot -3493.5174 Ha. Number 4: E_tot -1287.8166 Ha. Number 5: E_tot -2897.3884 Ha. Number 6: E_tot -3479.7636 Ha. Number 7: E_tot -2091.6132 Ha. Number 8: E_tot -958.1849 Ha. Number 9: E_tot -5172.0573 Ha.